A cluster of 10 separate species, C30H84FO39P9 in total at a distorted geometry, computed with ωB97M-V/def2-TZVPD.

The geometry in XYZ format:
```
163
Properties=species:S:1:pos:R:3
O 0.36004 0.20892 -2.32427
C 0.39079 0.35298 -1.07342
O 0.89438 1.44275 -0.43240
C 0.45004 1.43089 0.90981
C 0.52403 -0.08163 1.16921
F -0.18941 -0.59701 2.14343
O 0.13581 -0.52631 -0.16798
H 1.13996 2.18418 1.29016
H -0.55658 1.81021 1.08568
H 1.52542 -0.43203 1.41929
C -0.31332 4.53744 2.66737
O -0.50864 5.41967 3.73870
P -1.53834 4.96307 4.98640
O -1.61785 3.47078 5.21605
O -2.90524 5.64312 4.46296
C -4.04004 5.73221 5.39556
O -1.13877 5.87524 6.27360
C -0.00098 5.68136 7.01773
H -1.22823 4.02242 2.37447
H 0.42547 3.75235 2.82842
H 0.02942 5.19865 1.87149
H -5.01665 5.34674 5.10272
H -4.20536 6.80895 5.43291
H -3.69679 5.55931 6.41556
H 0.75661 6.46488 7.00155
H 0.60924 4.85587 6.65126
H -0.28826 5.52785 8.05793
C 4.73960 -0.94330 0.01037
O 5.22932 -0.83596 -1.33107
P 5.09445 0.41301 -2.33611
O 5.17962 0.09277 -3.77477
O 3.67445 1.13322 -1.86851
C 3.32817 2.30291 -2.42549
O 6.22341 1.49928 -1.63270
C 7.10446 2.03467 -2.54451
H 4.34791 -1.91183 0.32124
H 3.94920 -0.19424 0.05799
H 5.46015 -0.55272 0.72895
H 2.36735 2.04344 -2.87001
H 3.83057 2.83993 -3.23004
H 3.37644 3.00144 -1.59012
H 8.05494 2.32879 -2.09932
H 6.65386 2.97049 -2.87511
H 7.54533 1.32130 -3.24081
C 2.36947 2.80354 5.14646
O 3.08901 2.48076 3.96931
P 3.59792 0.94752 3.73358
O 2.53169 -0.07889 3.80128
O 4.25026 0.92229 2.28282
C 5.12097 1.95212 1.95650
O 4.80206 0.73257 4.78597
C 5.69576 -0.30961 4.73082
H 1.31047 2.82931 4.88963
H 2.84117 3.71653 5.50985
H 2.49640 2.18351 6.03390
H 4.46554 2.80310 1.77117
H 5.71394 1.66607 1.08779
H 5.85076 2.20093 2.72695
H 6.66437 0.11955 4.98719
H 5.70588 -0.91683 3.82568
H 5.34735 -0.98583 5.51148
C -5.30912 2.80842 -6.71988
O -5.14937 1.43367 -6.76216
P -3.71565 0.77531 -6.48470
O -3.68424 -0.74803 -6.60125
O -2.64831 1.60902 -7.38596
C -1.82317 0.89557 -8.30439
O -3.26049 1.24810 -4.98178
C -1.96298 0.62100 -4.61075
H -6.23806 2.96762 -6.17231
H -5.33011 3.20459 -7.73512
H -4.52170 3.40414 -6.25816
H -2.04244 -0.17179 -8.33180
H -0.78012 1.20832 -8.25603
H -2.20327 1.21431 -9.27498
H -2.31786 0.15290 -3.69258
H -1.15394 1.33846 -4.47363
H -1.50071 -0.16480 -5.20818
C -0.27570 3.81390 -3.16604
O 0.44309 5.01041 -3.50943
P -0.06624 5.76988 -4.81957
O -1.25777 6.65375 -4.60189
O 1.22914 6.56660 -5.44326
C 2.54815 6.02583 -5.48504
O -0.22002 4.57883 -5.89967
C -0.80999 5.01351 -7.15570
H -1.21062 3.58089 -3.67569
H -0.62578 3.72592 -2.13754
H 0.29113 2.88652 -3.24832
H 2.42546 4.94292 -5.50374
H 3.11414 6.48920 -4.67693
H 3.09509 6.19144 -6.41322
H -0.37377 4.62840 -8.07739
H -1.07175 6.06259 -7.29362
H -1.75766 4.48190 -7.06965
C -3.66890 -4.39069 3.80744
O -3.86672 -5.19014 2.69151
P -4.10112 -4.57995 1.22895
O -5.30705 -3.69380 1.02787
O -2.65501 -3.89097 0.91030
C -2.27189 -2.61709 1.36121
O -4.06023 -5.93555 0.32738
C -4.43689 -5.98180 -1.07284
H -3.72102 -3.30205 3.79193
H -2.91891 -4.81785 4.47314
H -4.51584 -4.54567 4.47585
H -1.63768 -2.79121 2.23044
H -3.09020 -2.08931 1.85102
H -1.71353 -2.15948 0.54455
H -5.32660 -5.36614 -1.20510
H -4.68487 -6.99550 -1.38750
H -3.58725 -5.77824 -1.72460
C -3.53663 1.97790 2.97191
O -4.41593 1.00978 2.64768
P -5.88532 1.08783 3.32151
O -6.93400 0.18344 2.78044
O -5.60002 0.98485 4.97486
C -4.81668 0.00098 5.63385
O -6.22263 2.71564 3.12872
C -7.45775 3.16732 3.38551
H -4.07447 2.73287 3.54536
H -3.19310 2.30986 1.99218
H -2.72937 1.60456 3.60203
H -4.59538 -0.85216 4.99255
H -5.24697 -0.19317 6.61633
H -3.82988 0.43579 5.79279
H -8.02218 3.55030 2.53531
H -7.33027 4.11074 3.91638
H -8.01466 2.46614 4.00704
C 1.95773 -3.04541 -2.74777
O 1.95877 -3.96940 -3.78813
P 2.48530 -5.48269 -3.60318
O 2.20712 -6.31914 -4.82373
O 1.56954 -6.01127 -2.28746
C 1.89341 -7.27266 -1.73540
O 4.01276 -5.20375 -3.16640
C 4.90512 -4.67637 -4.12313
H 0.94668 -2.65425 -2.63425
H 2.66507 -2.23558 -2.92649
H 2.12989 -3.36051 -1.71861
H 2.20848 -8.05363 -2.42744
H 0.98815 -7.65357 -1.26263
H 2.51717 -7.36165 -0.84596
H 5.85623 -5.16132 -3.90333
H 5.08671 -3.61287 -3.96788
H 4.53107 -4.82504 -5.13609
C 1.59109 -7.83157 4.19220
O 1.03300 -6.70004 3.61619
P 1.69386 -6.21008 2.18546
O 3.22311 -6.15761 2.21721
O 0.96875 -4.74009 2.02968
C 0.97321 -4.08027 0.73118
O 0.98427 -7.22354 1.07692
C -0.32296 -7.60775 1.29112
H 1.94590 -8.46451 3.37881
H 0.88421 -8.33581 4.85111
H 2.30957 -7.42778 4.90554
H 1.61340 -3.19924 0.68600
H -0.06101 -3.76661 0.58942
H 1.04833 -4.82671 -0.05957
H -0.73327 -7.24711 2.23435
H -0.48743 -8.68151 1.38105
H -0.95832 -7.25049 0.48070
```

Summary:
E: -7300.3974 Ha
highest occupied orbital energy: -10.18 eV
Kohn-Sham gap: 10.29 eV
LUMO energy: 0.1 eV